No. 1
This record from the OMol25 dataset describes a 2-piece molecular cluster, C4H10N4 overall. The level of theory is wB97M-V/def2-TZVPD.

```
18
Properties=species:S:1:pos:R:3
H 1.51723 1.18826 2.69806
N 0.94810 1.49515 1.91545
C 0.06882 0.63951 1.58725
N -0.76720 0.82344 0.52405
C -0.59221 1.90426 -0.38622
N -1.26354 -0.53442 -0.10440
H -0.03989 -0.35639 2.03619
H -0.24502 1.46511 -1.36429
H -1.54353 2.41840 -0.53606
H 0.19028 2.56283 -0.01582
H -1.78918 -0.34818 -0.95430
H -2.00674 -0.83195 0.52604
C 1.07662 -2.08678 -0.69422
C 0.30430 -1.04576 -1.39117
N 0.33055 -0.24962 -2.27839
H 0.40958 -2.70451 -0.09427
H 1.58175 -2.71277 -1.43146
H 1.82007 -1.62658 -0.03644
```

Calculated values
Energy relative to the best compared isomer or geometry (same formula, charge and spin): 3.4394 eV
Total energy: -10267.4115 eV
HOMO: -8.43 eV
Frontier orbital gap: 9.1 eV


No. 2
This record from the OMol25 dataset describes one molecule with the formula C4H10N4O. The level of theory is wB97M-V/def2-TZVPD.

```
19
Properties=species:S:1:pos:R:3
H 2.07338 -0.67066 -0.39960
N 1.94327 0.46371 -0.46368
C 0.74814 0.87441 -0.61240
N 0.58115 2.15121 -1.20154
N -0.64579 0.44152 -0.30029
N -1.55349 0.67888 -1.39019
C -0.50102 -0.83663 0.28560
C -1.49421 -1.79417 0.11193
C 0.35052 -0.82366 1.64717
O 1.58248 -1.61102 1.49271
H 0.33178 3.18023 -0.59941
H 1.61902 2.15857 -1.65996
H -1.17944 0.79055 -2.34023
H -2.23501 1.33432 -1.17079
H -1.66622 -2.64592 0.64230
H -2.55260 -1.74786 -0.40082
H -0.39999 -1.15406 2.42263
H 0.63462 0.36115 1.94047
H 2.36340 -1.15059 1.99610
```

Calculated values
Energy relative to the best compared isomer or geometry (same formula, charge and spin): 6.1611 eV
Total energy: -12312.3740 eV
HOMO: -8.41 eV
Frontier orbital gap: 9.1 eV


No. 3
This record from the OMol25 dataset describes an isolated ion of composition C4H10N4OS2 and charge +2. The level of theory is wB97M-V/def2-TZVPD.

```
21
Properties=species:S:1:pos:R:3
N -0.53619 -1.89264 0.14526
C 0.69185 -1.45901 0.06788
N 1.65396 -2.26342 -0.24794
N 1.02614 -0.09110 0.41370
N 2.24549 0.14621 0.01801
C 2.76328 1.32796 0.18629
S 4.39237 1.50057 -0.14284
C -0.17958 0.94521 0.78582
O -1.01831 0.20938 1.54911
C -0.69627 1.37868 -0.52990
S -2.07599 2.58058 -0.23228
H -0.65028 -2.86347 -0.25216
H -1.42910 -1.38552 0.47781
H 1.46380 -3.25857 -0.37642
H 2.65568 -2.00106 -0.11553
H 2.18100 2.30585 0.30620
H 0.27124 1.72543 1.25717
H -0.62825 0.17276 2.42930
H 0.09995 1.84515 -1.05297
H -0.90104 0.49358 -1.14093
H -2.80668 2.34150 -1.27632
```

Calculated values
Energy relative to the best compared isomer or geometry (same formula, charge and spin): 0.8628 eV
Net charge: +2
Total energy: -33967.3378 eV
HOMO (alpha / beta): -15.91 / -15.91 eV
Frontier orbital gap (alpha / beta): 4.2 / 4.1 eV


No. 4
This record from the OMol25 dataset describes an isolated ion of composition C4H10N5OS and charge +1. The level of theory is wB97M-V/def2-TZVPD.

```
21
Properties=species:S:1:pos:R:3
C 2.83816 -1.05226 1.06351
S 2.18606 0.56303 0.47682
C 0.77906 0.19386 -0.95636
O 1.43171 0.21516 -2.09473
N 0.09196 -1.02743 -0.57823
C -0.96911 -0.95088 0.06078
N -1.68445 -2.02313 0.49342
N -1.56877 0.25501 0.48543
C -1.16560 1.38451 -0.09551
N -1.97420 2.43319 0.02667
N -0.05551 1.38848 -0.79871
H 1.95114 -1.76200 1.30384
H 3.37696 -0.93059 1.97779
H 3.51266 -1.54584 0.39762
H 2.30841 -0.27244 -2.06656
H -1.58508 -2.94369 -0.03771
H -2.49235 -2.01431 1.13753
H -2.44508 0.23707 0.95118
H -2.89141 2.40440 0.30279
H -1.74876 3.29344 -0.52134
H 0.10420 2.15440 -1.52825
```

Calculated values
Net charge: +1
Total energy: -24637.1808 eV
HOMO: -11.90 eV
Frontier orbital gap: 8.7 eV


No. 5
This record from the OMol25 dataset describes an isolated ion of composition C4H10NO and charge -1. The level of theory is wB97M-V/def2-TZVPD.

```
16
Properties=species:S:1:pos:R:3
C 0.23179 1.82789 1.00208
C -0.40050 0.42786 0.85921
C 0.03374 -0.25799 -0.44666
N 1.48905 -0.61336 -0.46849
C -0.83581 -1.51296 -0.78801
O -0.25531 -2.34977 -1.63328
H 1.29298 1.91284 0.76829
H 0.19195 2.11151 2.06008
H -0.31661 2.60821 0.47029
H -1.47900 0.52183 0.75927
H 0.06174 -0.15955 1.65107
H -0.13251 0.45479 -1.25510
H 1.36235 -1.62149 -0.63847
H 1.82418 -0.38829 -1.40152
H -1.83908 -1.06236 -1.13854
H -1.22898 -1.89914 0.19978
```

Calculated values
Energy relative to the best compared isomer or geometry (same formula, charge and spin): 0.4250 eV
Net charge: -1
Total energy: -7847.1113 eV
HOMO: -2.52 eV
Frontier orbital gap: 6.7 eV


No. 6
This record from the OMol25 dataset describes an isolated ion of composition C4H10NO and charge -1. The level of theory is wB97M-V/def2-TZVPD.

```
16
Properties=species:S:1:pos:R:3
C -0.77592 -0.00616 -1.78781
N -0.08504 1.01338 -0.84644
C 0.35243 0.41970 0.31032
C 1.86644 0.00344 0.62511
C -0.80677 -0.69992 1.19030
O -1.91656 -0.52268 0.56941
H -1.68118 -0.58946 -1.11357
H -1.45551 0.30540 -2.55428
H -0.11990 -0.78077 -2.11170
H -0.84444 1.73594 -0.65875
H 0.24733 1.11478 1.03740
H 2.05276 -0.02315 1.63303
H 2.46131 0.85201 0.10006
H 2.15883 -0.85641 0.21937
H -0.84480 -0.26882 2.27741
H -0.60898 -1.69729 1.11013
```

Calculated values
Energy relative to the best compared isomer or geometry (same formula, charge and spin): 3.6965 eV
Net charge: -1
Total energy: -7843.8398 eV
HOMO: -1.56 eV
Frontier orbital gap: 6.1 eV


No. 7
This record from the OMol25 dataset describes an isolated ion of composition C4H10NO and charge -1. The level of theory is wB97M-V/def2-TZVPD.

```
16
Properties=species:S:1:pos:R:3
C -1.23725 -1.67447 -0.23383
C 0.14586 -0.99784 -0.04215
C -0.03173 0.47924 0.35498
N -0.70822 1.23250 -0.68770
C 1.38504 1.16416 0.60755
O 1.29026 2.50209 0.54830
H -1.70717 -1.71639 0.75038
H -1.82594 -1.01369 -0.86524
H -1.18226 -2.68967 -0.63150
H 0.71677 -1.47423 0.75376
H 0.68945 -0.90832 -0.98567
H -0.68532 0.58863 1.22768
H -0.50521 0.81532 -1.58855
H -0.28852 2.15932 -0.69367
H 1.81321 0.84785 1.60233
H 2.13102 0.68549 -0.11668
```

Calculated values
Energy relative to the best compared isomer or geometry (same formula, charge and spin): 0.2056 eV
Net charge: -1
Total energy: -7847.3307 eV
HOMO: -2.31 eV
Frontier orbital gap: 6.4 eV


No. 8
This record from the OMol25 dataset describes a 2-piece molecular cluster, C4H10NO overall. The level of theory is wB97M-V/def2-TZVPD.

```
16
Properties=species:S:1:pos:R:3
C -1.03263 1.30933 0.03529
C 0.10012 -0.34968 -1.33874
C -1.17614 -1.15609 0.68581
C -0.79162 0.04452 -0.15684
N 2.24074 0.55957 0.90041
O 2.51359 0.28547 -0.47271
H 1.74753 -0.35523 1.31570
H -0.74653 2.17694 -0.58823
H -1.52966 1.50620 0.98557
H -0.16532 0.09813 -2.32831
H -0.05373 -1.45235 -1.61500
H 1.12364 -0.02680 -1.07525
H -0.44382 -1.86295 0.60062
H -1.20779 -0.81124 1.70661
H -2.15534 -1.34057 0.33364
H 1.57696 1.37477 1.01144
```

Calculated values
Energy relative to the best compared isomer or geometry (same formula, charge and spin): 3.4722 eV
Net charge: -1
Total energy: -7844.0641 eV
HOMO: -1.37 eV
Frontier orbital gap: 5.4 eV